(1)
97
Properties=species:S:1:pos:R:3:mulliken_charge:R:1 method="wB97M-V/def2-TZVPD" largest_force_ha_per_bohr=0.0506 molar_mass_g_mol=750.75 gap_ev=5.29 energy_ha=-3239.64967 total_charge=+1
S 0.734 3.362 4.223 1.597
P 3.798 3.772 -1.869 0.903
F 8.814 4.806 1.225 -0.211
F 6.552 2.433 2.261 -0.287
F 8.103 3.165 -0.063 -0.202
O 2.453 3.039 -2.268 -0.516
O -0.197 0.929 1.323 -0.522
O 0.886 4.628 4.878 -0.691
O -4.602 0.164 0.849 -0.511
O 4.779 3.725 -3.114 -0.550
O 3.579 5.156 -1.410 -0.695
O -0.550 -4.240 -2.985 -0.422
O 0.675 0.231 3.231 -0.387
O -5.084 -3.723 3.113 -0.357
O 4.699 -0.091 0.627 -0.371
O -4.794 -3.048 -4.005 -0.328
O 0.953 2.240 5.091 -0.626
N -3.261 -2.646 1.035 -0.065
N 3.739 3.939 1.524 0.370
N -2.196 -3.235 -5.428 -0.330
C -3.713 -4.070 2.977 -0.853
C -0.637 -4.877 -4.248 -0.497
C -5.949 -4.433 2.244 -0.667
C 3.602 2.898 0.673 0.394
C 3.138 6.262 4.002 -0.278
C -3.239 -0.099 1.122 -0.357
C 4.770 4.977 1.338 -1.399
C 5.959 4.796 2.300 -0.559
C 4.516 2.773 -0.517 -0.376
C -0.905 -3.917 -5.403 -0.714
C -0.930 3.286 3.577 -1.022
C -5.531 -0.409 1.755 -0.589
C 7.897 3.898 1.021 0.204
C -2.715 -1.395 0.515 -0.340
C 3.353 -0.408 0.441 0.113
C 4.354 -0.928 -0.523 -0.617
C 1.883 3.173 2.832 -0.083
C 3.127 5.205 3.439 -1.765
C 1.746 2.071 1.965 1.512
C -1.790 -4.065 -2.318 -0.223
C -4.749 -1.662 -3.729 -0.638
C -3.342 -4.117 -5.614 -0.194
C 2.455 0.751 -0.062 -1.379
C -4.640 -3.373 -5.383 -0.845
C 0.669 1.013 2.144 -0.911
C 6.845 3.682 1.843 0.342
C 2.900 4.079 2.588 1.605
C -2.921 -2.901 2.430 -0.289
C 2.613 1.927 0.875 0.787
H -2.310 -2.738 -4.554 0.066
H 4.681 1.736 -0.780 0.235
H -5.487 -1.116 -4.324 0.362
H -3.322 -4.968 -4.919 0.191
H -2.225 -3.091 -2.563 0.035
H 3.157 7.183 4.538 0.455
H 5.487 3.217 -0.311 -0.141
H 5.170 4.953 0.336 0.491
H -0.137 -3.140 -5.371 0.366
H -2.500 -4.861 -2.551 0.271
H -3.754 -1.243 -3.916 0.294
H 6.558 5.708 2.221 0.461
H 1.762 3.696 -2.443 0.363
H -3.131 -2.033 3.069 0.224
H 5.315 4.531 -3.103 0.379
H -1.852 -3.125 2.500 0.376
H 1.459 0.329 -0.016 0.235
H -5.824 -5.514 2.360 0.354
H -1.624 -1.418 0.607 0.399
H -2.940 -1.372 -0.556 -0.031
H -4.269 -2.614 0.942 0.080
H -6.970 -4.171 2.514 0.242
H -0.966 2.928 2.547 0.287
H -5.863 -1.394 1.419 0.173
H 2.886 -1.135 1.102 0.507
H -1.600 -4.073 -1.244 0.137
H -4.699 -2.481 -6.013 0.393
H -6.406 0.240 1.783 0.300
H 5.651 4.710 3.343 0.428
H 4.812 -1.893 -0.363 0.308
H -5.472 -4.029 -5.654 0.397
H -5.783 -4.162 1.196 0.250
H -3.039 -0.032 2.199 0.340
H -1.356 -5.703 -4.214 0.353
H -4.988 -1.529 -2.674 0.149
H 4.340 5.969 1.438 0.661
H 2.742 0.962 -1.083 0.437
H -0.772 -4.453 -6.347 0.404
H -3.327 -4.511 -6.634 0.412
H 1.500 -0.263 3.339 0.417
H -3.338 -4.308 3.977 0.399
H -3.585 -4.959 2.352 0.405
H 4.471 -0.379 -1.449 0.237
H 0.342 -5.331 -4.423 0.350
H -2.683 0.719 0.655 0.253
H -1.333 4.296 3.579 0.451
H -5.121 -0.487 2.765 0.296
H -1.501 2.604 4.202 0.385



(2)
82
Properties=species:S:1:pos:R:3:mulliken_spin:R:1 method="wB97M-V/def2-TZVPD" largest_force_ha_per_bohr=0.0266 molar_mass_g_mol=699.13 de_lowest_kcal_mol=36.7 multiplicity=2 gap_ev="5.53 / 5.62" energy_ha=-2486.42965 total_charge=+3
Ir 0.286 -0.149 -0.638 0.875
S 0.474 0.654 -2.781 0.025
S 1.451 -2.082 -1.414 -0.001
S -1.596 -2.198 -3.022 0.066
N 1.706 -0.476 1.080 0.061
C -0.331 1.934 -0.077 -0.056
C -1.796 -1.724 1.293 0.055
C 2.439 3.031 0.174 -0.004
C -1.520 1.248 0.173 -0.008
C -3.669 2.346 0.527 -0.002
C -3.547 -0.454 2.562 0.001
C 3.887 -1.581 0.981 0.006
C 0.619 -3.539 -2.106 0.001
C -1.337 -0.850 3.596 -0.001
C 2.782 -3.916 2.014 -0.007
C 0.783 4.342 1.573 -0.001
C 1.972 -2.809 1.807 0.010
C -0.353 1.347 2.199 0.019
C -1.392 0.676 1.635 0.095
C 2.542 -1.656 1.294 0.017
C 1.706 -0.386 -3.644 0.000
C -3.585 0.392 -1.082 0.002
C 2.318 2.680 2.684 0.001
C 1.522 2.960 1.405 -0.007
C 0.367 2.081 1.196 -0.034
C -2.816 1.600 -0.532 -0.037
C -0.254 -3.371 -3.326 -0.001
C 4.136 -3.863 1.699 0.011
C 4.688 -2.698 1.187 -0.003
C -1.336 -0.996 -4.344 -0.012
C 2.451 -1.306 -2.700 -0.001
C -2.567 2.667 -1.614 0.007
C -1.036 0.387 -3.804 0.016
C -2.039 -0.545 2.264 -0.031
H 0.052 -3.915 -1.252 0.000
H 2.940 1.785 2.603 -0.001
H -4.611 2.624 0.052 0.000
H 2.994 3.513 2.866 0.000
H 4.321 -0.662 0.599 0.001
H 5.745 -2.649 0.963 0.000
H 3.328 3.605 0.428 0.000
H -1.867 2.389 -2.396 -0.003
H 1.573 5.089 1.665 0.000
H -1.845 0.675 -3.144 0.010
H 2.986 -2.085 -3.246 0.000
H 1.959 3.526 -0.671 0.001
H -3.785 0.402 3.193 0.000
H 1.108 -0.361 1.897 -0.026
H -1.888 -2.662 1.843 0.001
H 1.685 2.586 3.565 0.000
H 0.324 -3.055 -4.192 -0.001
H -3.826 -1.351 3.114 -0.001
H 2.359 -4.820 2.431 0.000
H -4.083 -0.170 -0.297 0.000
H 0.169 4.596 0.709 0.000
H -2.266 -0.896 -4.909 0.004
H -3.516 2.902 -2.094 0.000
H 3.200 -0.754 -2.130 -0.004
H -2.944 -0.300 -1.625 -0.009
H -0.010 1.234 3.215 -0.003
H 0.173 4.368 2.474 0.000
H 2.765 2.039 -0.151 0.000
H -0.271 -1.065 3.477 0.000
H 4.763 -4.727 1.870 0.000
H -2.503 -1.741 0.468 0.004
H -1.450 -0.038 4.315 0.000
H 1.445 -4.235 -2.274 0.000
H 2.319 0.338 1.068 -0.011
H 0.919 -2.848 2.062 0.003
H -4.364 0.748 -1.758 0.000
H -0.601 -1.369 -5.053 -0.001
H -0.184 2.642 -0.876 0.003
H -3.177 3.265 0.848 0.000
H 2.398 0.304 -4.127 -0.001
H -3.901 1.756 1.402 0.001
H -2.201 3.593 -1.168 0.000
H -4.159 -0.426 1.667 0.000
H -0.682 -4.344 -3.572 0.002
H 1.185 -0.929 -4.425 0.001
H -0.958 1.139 -4.593 0.001
H -1.791 -1.736 4.038 0.000
H -0.780 -1.727 0.863 -0.029